w | The following is a quantum chemistry calculation of an isolated ion of composition C6H6ClN2O2S and charge -1, from the OMol25 dataset.

Last column: Löwdin charge in e.
Positions of all 18 atoms, in Å:
C (-2.487, -1.207, 1.258)  -0.40
S (-2.290, -0.406, -0.364)  0.87
C (-0.536, -0.264, -0.318)  -0.70
N (0.195, -1.321, -0.089)  0.03
C (1.510, -0.873, -0.193)  -0.88
Cl (2.671, -1.683, 0.836)  0.60
C (1.971, -0.328, -1.513)  -0.09
C (1.453, 0.638, -0.470)  -0.23
N (0.070, 0.925, -0.484)  0.03
C (-0.425, 2.453, 0.165)  -0.67
O (-1.573, 2.423, 0.471)  0.02
O (0.532, 3.166, 0.160)  0.03
H (-3.506, -1.572, 1.323)  0.02
H (-2.301, -0.466, 2.032)  0.03
H (-1.772, -2.019, 1.316)  0.02
H (1.356, -0.552, -2.374)  0.10
H (3.035, -0.315, -1.694)  0.09
H (2.097, 1.401, -0.062)  0.13

Its HOMO-LUMO gap is 7.865 eV. The spin multiplicity is 1. As for the total charge: -1.


x | The following is a quantum chemistry calculation of a 2-piece molecular cluster, C6H6ClN2O2S overall, from the OMol25 dataset.

Last column: Löwdin charge in e.
Positions of all 18 atoms, in Å:
C (-1.604, -0.249, -0.809)  -0.18
C (0.722, -1.024, -1.256)  -0.77
C (0.457, 2.431, -1.153)  -0.55
C (-0.666, -0.923, -1.818)  -0.23
C (0.266, 0.479, 0.324)  -0.80
C (0.502, -0.236, 3.041)  -0.41
N (-1.097, 0.338, 0.214)  0.02
N (1.106, -0.479, -0.165)  0.01
O (-0.141, 3.127, -0.482)  0.16
O (1.092, 1.938, -1.972)  0.18
S (0.828, 1.169, 1.894)  0.78
Cl (1.615, -2.430, -1.854)  0.54
H (-2.564, -0.531, -0.814)  0.04
H (-1.112, -1.911, -2.126)  0.08
H (-0.778, -0.395, -2.881)  0.12
H (0.859, -1.069, 2.591)  -0.03
H (-0.614, -0.210, 3.426)  0.07
H (1.128, -0.025, 3.840)  -0.03

Its HOMO-LUMO gap is 6.116 eV. The spin multiplicity is 1. As for the total charge: -1.


Most stable pick: w. Distance to second place: 143.1 kJ/mol.